Formula: C6H7N
Source: the OMol25 dataset
Level of theory: ωB97M-V with the def2-TZVPD basis set

Calculated values
Highest occupied orbital energy (spin up / spin down) = -7.1 / -7.1 eV
Relative energy (zero: lowest compared OMol25 entry of this formula, charge and spin) = 5.8620 eV
Kohn-Sham gap (spin up / spin down) = 7.543 / 7.544 eV

Geometry (Å):
1 C -1.10 -0.26 2.26
2 C 0.49 0.15 0.61
3 C -2.25 -0.46 2.86
4 C 1.18 -0.58 -1.84
5 C 0.64 0.77 -1.97
6 C 1.20 0.38 -0.62
7 N -0.54 -0.16 1.15
8 H -3.29 -0.40 2.56
9 H -2.21 -0.45 3.94
10 H 0.58 -1.41 -1.78
11 H 2.22 -0.65 -2.14
12 H 1.21 1.49 -2.48
13 H -0.38 0.94 -2.04
14 H 2.26 0.63 -0.51

=====

Formula: C33H22BrIN6O4SSm
Source: the OMol25 dataset
Level of theory: ωB97M-V with the def2-TZVPD basis set

Calculated values
Total charge = +1
Spin multiplicity = 6
Highest occupied orbital energy (spin up / spin down) = -10.9 / -10.9 eV
<S²> = 8.760
Kohn-Sham gap (spin up / spin down) = 7.553 / 7.576 eV

Geometry (Å):
1 Sm 0.32 0.39 -0.47
2 C 3.31 -2.62 -0.80
3 C 3.04 -2.21 0.62
4 N 3.32 -3.06 1.58
5 C 3.10 -2.67 2.85
6 C 2.58 -1.45 3.20
7 C 2.35 -1.12 4.65
8 O 0.99 -0.76 4.92
9 C 2.23 -0.55 2.18
10 C 1.60 0.74 2.55
11 N 0.87 1.43 1.77
12 C 0.14 2.54 2.28
13 C -0.28 2.59 3.61
14 C -1.07 3.64 4.06
15 C -1.46 4.64 3.19
16 C -1.07 4.60 1.86
17 C -0.28 3.54 1.42
18 I 0.25 3.53 -0.59
19 C 2.52 -0.92 0.87
20 O 2.32 -0.10 -0.16
21 H 3.89 -3.54 -0.81
22 H 3.84 -1.84 -1.34
23 H 2.37 -2.80 -1.34
24 H 3.35 -3.39 3.63
25 H 2.95 -0.26 4.96
26 H 2.67 -1.96 5.27
27 H 0.46 -1.56 4.95
28 H 1.72 1.06 3.58
29 H -0.04 1.78 4.29
30 H -1.40 3.65 5.09
31 H -2.09 5.46 3.53
32 H -1.38 5.37 1.17
33 S 0.83 -2.85 -7.84
34 N 0.05 -3.35 -6.52
35 C 0.29 -2.45 -5.58
36 C -0.21 -2.50 -4.21
37 C -1.02 -3.53 -3.74
38 C -1.43 -3.51 -2.43
39 C -1.00 -2.47 -1.62
40 N -0.23 -1.48 -2.06
41 C 0.15 -1.47 -3.35
42 C 0.99 -0.34 -3.81
43 N 1.24 0.65 -2.93
44 C 2.03 1.65 -3.32
45 C 2.59 1.74 -4.59
46 C 2.30 0.75 -5.50
47 C 1.49 -0.31 -5.11
48 C 1.13 -1.40 -6.01
49 N 1.51 -1.50 -7.27
50 H -1.31 -4.32 -4.42
51 H -2.07 -4.29 -2.03
52 H -1.29 -2.43 -0.58
53 H 2.25 2.41 -2.57
54 H 3.23 2.58 -4.84
55 H 2.70 0.78 -6.50
56 Br -4.21 1.19 5.21
57 C -4.32 1.12 3.33
58 C -5.50 1.47 2.69
59 C -5.57 1.43 1.30
60 C -4.45 1.07 0.56
61 C -3.28 0.72 1.22
62 C -3.21 0.73 2.61
63 C -2.08 0.36 0.44
64 O -1.88 0.86 -0.70
65 O -1.20 -0.43 0.95
66 H -6.36 1.76 3.28
67 H -6.49 1.69 0.81
68 H -4.48 1.07 -0.52
69 H -2.29 0.43 3.10

=====

Formula: C3H7NO3
Source: the OMol25 dataset
Level of theory: ωB97M-V with the def2-TZVPD basis set

Calculated values
Highest occupied orbital energy = -8.6 eV
Relative energy (zero: lowest compared OMol25 entry of this formula, charge and spin) = 4.5830 eV
Kohn-Sham gap = 8.326 eV

Geometry (Å):
1 C -0.02 0.61 0.19
2 C -1.22 0.01 0.62
3 N -0.01 1.22 -1.09
4 C 0.73 -1.04 -0.04
5 O 0.70 1.25 1.23
6 O -0.65 -1.82 0.13
7 O 1.31 -1.20 -1.10
8 H 1.63 1.26 0.98
9 H -0.94 -1.98 -0.79
10 H 0.75 0.86 -1.67
11 H 0.01 2.23 -1.05
12 H -1.37 -0.21 1.67
13 H -2.09 0.01 -0.02
14 H 1.20 -1.19 0.95

=====

Formula: C7H16O2
Source: the OMol25 dataset
Level of theory: ωB97M-V with the def2-TZVPD basis set

Calculated values
Highest occupied orbital energy = -7.6 eV
Relative energy (zero: lowest compared OMol25 entry of this formula, charge and spin) = 4.8714 eV
Kohn-Sham gap = 7.875 eV

Geometry (Å):
1 C -1.39 0.26 -0.70
2 C -2.17 -0.79 -1.44
3 C -2.15 1.03 0.36
4 O -0.56 0.97 -1.48
5 H 0.19 1.30 -0.81
6 H -0.52 -0.40 0.11
7 H -2.63 0.36 1.07
8 H -2.68 -1.46 -0.75
9 H -2.93 -0.31 -2.06
10 H -1.51 -1.36 -2.10
11 H -1.47 1.70 0.89
12 H -2.93 1.63 -0.13
13 C 2.39 1.41 0.38
14 C 1.46 -1.38 -0.41
15 C 0.73 -0.61 0.66
16 C 0.68 -0.96 1.95
17 O 1.02 1.09 0.41
18 H 2.92 0.88 1.19
19 H 2.86 1.14 -0.58
20 H 2.50 2.48 0.54
21 H 1.13 -2.42 -0.40
22 H 2.54 -1.36 -0.24
23 H 1.24 -0.94 -1.39
24 H 0.18 -0.35 2.69
25 H 1.09 -1.91 2.27

=====

Formula: C4H7NO
Source: the OMol25 dataset
Level of theory: ωB97M-V with the def2-TZVPD basis set

Calculated values
SMILES string = C[C@H]1CN1C=O
Highest occupied orbital energy = -10.1 eV
Relative energy (zero: lowest compared OMol25 entry of this formula, charge and spin) = 1.9383 eV
Kohn-Sham gap = 11.099 eV

Geometry (Å):
1 C -1.70 -0.26 0.49
2 C -0.28 -0.44 0.04
3 C 0.25 -0.03 -1.27
4 N 0.56 0.77 -0.08
5 C 1.89 0.58 0.40
6 O 2.45 1.34 1.13
7 H -1.75 -0.14 1.58
8 H -2.30 -1.13 0.22
9 H -2.15 0.63 0.03
10 H 0.22 -1.31 0.48
11 H 1.06 -0.63 -1.68
12 H -0.36 0.48 -2.00
13 H 2.37 -0.36 0.02

=====

Formula: C12H16NS
Source: the OMol25 dataset
Level of theory: ωB97M-V with the def2-TZVPD basis set

Calculated values
Total charge = +1
Highest occupied orbital energy = -12.4 eV
Relative energy (zero: lowest compared OMol25 entry of this formula, charge and spin) = 1.8782 eV
Kohn-Sham gap = 8.339 eV

Geometry (Å):
1 C -3.65 -0.44 -0.36
2 C -3.58 0.97 -0.32
3 C -2.51 -1.22 -0.22
4 C -2.36 1.61 -0.25
5 C -1.28 -0.58 -0.15
6 C -1.26 0.79 -0.29
7 C 0.93 0.03 0.04
8 C 0.05 -1.17 0.06
9 C 0.13 -2.00 1.29
10 C 0.34 -2.06 -1.16
11 C 0.48 2.55 -0.16
12 C 3.57 0.99 -0.15
13 N 0.15 1.15 -0.12
14 S 2.53 -0.41 0.36
15 H -4.62 -0.95 -0.16
16 H -4.43 1.64 -0.46
17 H -2.52 -2.26 -0.23
18 H -2.34 2.70 -0.18
19 H 0.40 -1.42 2.20
20 H 0.78 -2.83 1.18
21 H -0.86 -2.40 1.48
22 H -0.09 -1.52 -2.02
23 H -0.16 -3.05 -1.16
24 H 1.34 -2.20 -1.27
25 H 1.04 2.77 0.70
26 H -0.46 3.09 -0.14
27 H 1.00 2.88 -1.05
28 H 2.95 1.85 -0.19
29 H 4.11 0.69 -1.18
30 H 4.42 1.06 0.52

=====

Formula: C4H8O2
Source: the OMol25 dataset
Level of theory: ωB97M-V with the def2-TZVPD basis set

Calculated values
Highest occupied orbital energy = -9.2 eV
Relative energy (zero: lowest compared OMol25 entry of this formula, charge and spin) = 3.6785 eV
Kohn-Sham gap = 9.259 eV

Geometry (Å):
1 C -1.88 -0.29 1.32
2 C -0.56 0.27 -1.55
3 O 0.40 -0.62 -1.44
4 C 1.67 -0.17 -0.94
5 O 2.62 -0.79 -1.29
6 C 1.64 0.99 0.01
7 H -1.38 -1.25 1.12
8 H -1.52 0.12 2.26
9 H -2.96 -0.46 1.39
10 H -1.39 -0.35 -1.96
11 H -1.68 0.41 0.51
12 H 1.08 1.83 -0.43
13 H 2.66 1.27 0.24
14 H 1.11 0.70 0.92

=====

Formula: C39H36N2O4P2S2Zr
Source: the OMol25 dataset
Level of theory: ωB97M-V with the def2-TZVPD basis set

Calculated values
Total charge = +1
Spin multiplicity = 2
Highest occupied orbital energy (spin up / spin down) = -9.2 / -10.8 eV
<S²> = 0.762
Relative energy (zero: lowest compared OMol25 entry of this formula, charge and spin) = 0.0000 eV
Kohn-Sham gap (spin up / spin down) = 5.772 / 6.844 eV

Geometry (Å):
1 Zr 0.48 -0.30 -0.87
2 C -0.94 2.56 4.95
3 C -0.28 3.01 3.81
4 C 0.20 2.09 2.89
5 C 0.03 0.73 3.11
6 C -0.62 0.28 4.26
7 C -1.11 1.20 5.17
8 P 0.71 -0.42 1.88
9 C -0.03 -2.05 2.13
10 C 0.75 -3.20 2.12
11 C 0.14 -4.45 2.11
12 C -1.24 -4.55 2.14
13 C -2.03 -3.41 2.17
14 C -1.43 -2.16 2.16
15 C 2.48 -0.58 2.16
16 C 3.05 -0.54 3.40
17 C 4.44 -0.69 3.54
18 C 5.23 -0.85 2.43
19 C 4.66 -0.88 1.14
20 C 5.47 -1.01 -0.02
21 C 4.91 -0.98 -1.26
22 C 3.50 -0.83 -1.40
23 C 2.66 -0.74 -0.32
24 C 3.26 -0.74 0.98
25 H -1.32 3.28 5.67
26 H -0.14 4.07 3.64
27 H 0.71 2.44 2.00
28 H -0.75 -0.78 4.43
29 H -1.62 0.86 6.06
30 H 1.83 -3.13 2.10
31 H 0.75 -5.34 2.10
32 H -1.71 -5.53 2.15
33 H -3.10 -3.48 2.20
34 H -2.04 -1.26 2.16
35 H 2.43 -0.39 4.28
36 H 4.89 -0.65 4.53
37 H 6.30 -0.96 2.54
38 H 6.54 -1.13 0.10
39 H 5.52 -1.07 -2.14
40 H 3.11 -0.82 -2.41
41 C 3.64 3.81 -3.49
42 C 2.82 2.66 -4.02
43 O 1.40 2.97 -3.88
44 P 0.50 2.16 -2.89
45 S 0.42 0.21 -3.41
46 S 1.09 2.25 -0.98
47 O -0.90 2.85 -3.01
48 C -1.68 2.82 -4.24
49 C -3.02 2.20 -3.95
50 H 4.70 3.60 -3.64
51 H 3.45 3.95 -2.43
52 H 3.39 4.73 -4.02
53 H 3.04 1.73 -3.49
54 H 2.98 2.50 -5.09
55 H -1.13 2.25 -5.00
56 H -1.75 3.85 -4.57
57 H -2.90 1.16 -3.64
58 H -3.64 2.23 -4.84
59 H -3.53 2.75 -3.15
60 O -5.32 4.22 1.46
61 C -5.52 3.41 0.40
62 O -6.46 3.56 -0.32
63 C -4.50 2.34 0.16
64 C -3.21 2.35 0.69
65 C -2.32 1.34 0.39
66 C -2.69 0.28 -0.44
67 C -3.98 0.27 -0.98
68 C -4.86 1.29 -0.68
69 N -1.73 -0.70 -0.71
70 C -2.08 -1.92 -1.11
71 C -1.09 -2.87 -1.41
72 C -1.42 -4.20 -1.75
73 C -0.43 -5.10 -1.98
74 C 0.91 -4.69 -1.87
75 C 1.18 -3.39 -1.54
76 N 0.22 -2.46 -1.32
77 H -4.59 3.92 2.01
78 H -2.86 3.17 1.32
79 H -1.33 1.37 0.82
80 H -4.30 -0.51 -1.66
81 H -5.86 1.30 -1.10
82 H -3.12 -2.21 -1.23
83 H -2.47 -4.47 -1.81
84 H -0.67 -6.13 -2.24
85 H 1.73 -5.38 -2.03
86 H 2.20 -3.04 -1.43

=====

no.,M (g/mol),largest force on an atom (hartree/bohr),total energy (eV)
1,93.1,0.054,-7819.785
2,955.8,0.030,-158591.337
3,105.1,0.010,-10853.785
4,132.2,0.049,-11609.380
5,85.1,0.011,-7797.706
6,206.3,0.064,-25021.632
7,88.1,0.012,-8369.603
8,814.0,0.014,-93727.014